No. 1
Computed, not measured: 10 unconnected molecules or ions with the total composition C7H30NO16S in a non-equilibrium geometry, with ωB97M-V/def2-TZVPD.

Geometry as XYZ:
```
55
Properties=species:S:1:pos:R:3
S 4.7683 0.0167 -2.8199
O 5.5600 -0.8398 -1.9682
O 1.0033 -2.2355 0.5319
O -5.7547 0.2212 0.1771
O 3.3905 0.1777 -2.3686
O 1.1970 -1.7451 -1.4468
O 2.3395 -0.4482 2.6521
O 4.7527 -2.0202 0.9569
O 0.9568 -3.8290 2.8964
O 0.7191 -3.8313 -3.8206
O -1.1453 -3.6535 -1.4886
O 3.2714 1.9680 1.4960
O 2.5962 -0.8101 -0.0272
O -1.1948 2.4625 1.5627
O 4.6002 -0.5637 -4.1213
O 5.3173 1.3873 -2.8701
O 2.3459 2.3801 -1.2981
N -2.7078 0.6036 -0.1963
C -3.6610 1.3797 0.6000
C -1.4609 0.3194 0.4365
C -0.5600 1.5994 0.6479
C -0.2770 3.2419 2.3768
C -4.9816 1.4427 -0.1399
C -7.0709 0.3243 -0.3415
C 1.5864 -1.6132 -0.3403
H -5.5343 2.3224 0.1898
H -0.7442 -2.7964 -1.6329
H 0.4430 1.3443 0.9900
H 2.9756 -0.6168 -0.8876
H -7.6010 -0.6255 -0.4134
H -7.0709 0.7384 -1.3498
H -0.8764 4.1192 2.6202
H 2.6532 1.8264 0.7790
H -3.8429 1.1529 1.6505
H 0.5101 -4.6992 -4.1661
H -0.9235 -0.5045 -0.0332
H -0.3018 2.0630 -0.3042
H 2.5026 3.1230 -1.8810
H 0.5830 3.5803 1.7989
H 3.9101 -1.6489 0.6954
H -7.6082 1.1537 0.1185
H 2.1631 -0.7723 1.7689
H 1.2918 -4.0022 -3.0729
H 2.8492 0.3507 2.5173
H -1.7087 -0.0885 1.4164
H -4.9021 1.5951 -1.2163
H -3.0819 -0.3346 -0.2003
H -2.0372 -3.5605 -1.8234
H 2.8369 1.6587 -1.6914
H 4.9129 -1.6610 1.8295
H 1.4194 -3.7004 3.7244
H -3.3811 2.4326 0.6311
H 4.1332 1.9258 1.0816
H 0.9104 -2.9548 2.5091
H -0.0706 2.6439 3.2645
```

Results
Kohn-Sham gap: 0.1199 hartree
2S+1: 1
total charge: -3
relative energy (zero: lowest compared OMol25 entry of this formula, charge and spin): 161.7 kJ/mol
E_HOMO: 1.98 eV
calculated total energy: -52827.40120 eV

---

No. 2
Computed, not measured: 8 unconnected molecules or ions with the total composition C7H31N14O8 in a non-equilibrium geometry, with ωB97M-V/def2-TZVPD.

Geometry as XYZ:
```
60
Properties=species:S:1:pos:R:3
O -2.8768 -0.3271 -0.6868
O -0.5122 -1.9941 1.7872
O 3.4991 -3.6499 -0.3587
O -0.4349 0.5286 0.1420
O -3.6901 2.1766 3.3488
O -1.2560 3.1112 -1.0359
O 1.7528 1.7130 -0.4828
O 0.1962 -1.6335 -1.0984
N -1.7182 2.8984 2.4819
N 0.9811 -3.6395 -1.8062
N 0.3741 4.6562 -1.3931
N 0.8067 -3.8393 1.6224
N -5.0381 -0.5916 0.0159
N -3.4385 2.2557 1.0829
N 4.7272 -2.5264 1.1589
N -1.7696 5.0658 -2.0835
N -3.3321 -1.6317 1.1336
N 0.3456 -2.9103 3.6799
N -0.0423 -2.1932 -3.2992
N 3.8464 2.4669 -0.9056
N 2.7959 1.0125 -2.3636
N 2.7787 -1.5941 0.3254
C 2.7320 1.7634 -1.2336
C -3.0182 2.4472 2.3724
C 3.6589 -2.6257 0.3112
C -0.9106 4.1964 -1.4856
C 0.3334 -2.4445 -2.0074
C 0.1542 -2.8730 2.3249
C -3.6721 -0.8011 0.1114
H -0.2540 -2.2929 4.1967
H -1.4534 3.1816 3.4092
H 4.8163 -1.7203 1.7498
H -2.7466 4.8573 -2.1963
H 1.8126 -1.8041 0.1079
H 0.5711 5.5561 -1.7901
H -0.4050 -1.3024 -3.5824
H 2.9464 -0.7664 0.8687
H 5.4921 -3.1693 1.0761
H -1.2675 0.6135 -0.3839
H 0.3092 1.0019 -0.3362
H 1.9378 0.5126 -2.5198
H 3.5670 0.9953 -3.0025
H 3.9249 2.8771 0.0064
H 1.0680 4.0902 -0.9422
H -2.9740 2.7618 0.3516
H -4.3059 1.7566 1.0063
H -5.3974 -0.2667 -0.8628
H -1.2748 3.3734 1.7137
H 4.6417 2.4424 -1.5171
H -5.6599 -0.9649 0.7076
H 1.7114 -3.6239 -1.0997
H -4.0142 -1.8565 1.8364
H 1.4148 -4.4681 2.1163
H -0.2218 -0.4218 0.3053
H -0.2755 -2.9782 -3.8833
H 0.6150 -4.0020 0.6495
H -2.3717 -1.5394 1.4512
H 0.8410 -3.6584 4.1275
H 1.2178 -4.1202 -2.6592
H -1.5381 5.9189 -2.5632
```

Results
Kohn-Sham gap: 0.3377 hartree
2S+1: 1
total charge: +1
relative energy (zero: lowest compared OMol25 entry of this formula, charge and spin): 2.8 kJ/mol
E_HOMO: -11.23 eV
calculated total energy: -45006.36383 eV

---

No. 3
Computed, not measured: 8 unconnected molecules or ions with the total composition C7H31NO7 in a non-equilibrium geometry, with ωB97M-V/def2-TZVPD.

Geometry as XYZ:
```
46
Properties=species:S:1:pos:R:3
O -1.3004 -0.0300 -2.9332
O -2.5653 -1.5136 -0.3537
O -2.9636 -1.8439 2.3020
O 1.0924 3.1156 -1.9191
O -2.2736 1.3844 -0.8643
O -3.2026 0.8417 1.5716
O -1.9963 3.9535 -1.4439
N 1.4883 -1.8195 -1.1156
C 1.7432 1.3744 2.1329
C 2.5689 -2.6160 -0.4529
C 1.9669 -0.7473 -1.9092
C 0.5007 -0.0887 0.5479
C 1.7224 -0.0066 1.5027
C 1.5055 -1.0773 2.5674
C 0.3976 -1.4916 -0.1866
H -2.7699 -2.0634 0.4182
H 3.5062 -2.6558 -1.0067
H -1.2094 3.5579 -1.8312
H 0.6894 0.5615 -0.3184
H 1.0197 1.4554 2.9519
H 0.5665 -0.9629 3.1252
H -2.7853 -0.5768 -0.4047
H 0.2442 -2.2491 0.5814
H 2.7345 -2.0984 0.4780
H -0.9633 -0.9023 -2.7272
H -0.4074 0.0476 1.1078
H 2.6371 -0.1397 0.9198
H 0.6954 2.2491 -2.0466
H 2.7574 1.6346 2.5136
H -3.8051 -1.4073 2.1296
H 1.5333 2.1495 1.3539
H 2.1202 -3.6249 -0.3907
H -2.3262 -1.1413 2.4518
H -2.9714 1.9883 -1.1564
H 1.4291 -2.1472 2.2071
H 2.7983 -0.1681 -1.4077
H -2.0992 4.0860 -0.5041
H -1.8954 0.0077 -3.6887
H 2.2705 -1.1129 3.3118
H 1.8368 3.1924 -2.5257
H -2.8219 0.8884 0.6563
H -0.5444 -1.6379 -0.7701
H -2.9170 1.7252 1.8410
H -1.9455 0.9453 -1.6805
H 1.2859 0.0175 -2.2409
H 2.6529 -1.0533 -2.7936
```

Results
Kohn-Sham gap (alpha / beta): 0.3922 / 0.2371 hartree
2S+1: 2
total charge: +1
E_HOMO (alpha / beta): -13.50 / -13.50 eV
calculated total energy: -23575.64779 eV
expectation value of S²: 0.755

---

No. 4
Computed, not measured: 9 unconnected molecules or ions with the total composition C7H31NO8 in a non-equilibrium geometry, with ωB97M-V/def2-TZVPD.

Geometry as XYZ:
```
47
Properties=species:S:1:pos:R:3
O -2.8077 -0.2217 1.6538
O 4.0829 -3.1417 -0.6541
O 1.0864 3.1979 1.9739
O -2.0876 3.0252 -1.5813
O -3.6081 1.2043 -0.3832
O 2.1784 -5.0611 -1.9407
O -2.0359 2.2404 2.5144
O -1.5180 4.4735 1.1904
N 0.7924 2.5991 -2.0424
C -0.5775 -2.5326 -0.4805
C 1.1882 1.1620 -2.3386
C 0.6059 -3.4186 2.1501
C 0.4739 -0.3128 -0.2806
C 1.6699 0.2178 -1.2699
C 0.2870 -1.7460 0.2370
C 0.8072 -2.1192 1.4626
H -0.7636 -2.2940 -1.6067
H 1.0305 -3.4590 3.2580
H -1.6906 -2.3524 -0.2292
H -0.4346 -3.7411 2.1671
H -4.5570 1.0691 -0.4369
H -2.0694 -0.8938 1.3652
H -1.5164 3.4982 -1.0213
H -2.8708 0.2231 0.7617
H -1.7479 5.0215 1.9185
H 1.5834 3.2559 -2.3636
H 1.1502 4.0736 2.1422
H 0.3523 0.6860 -2.8051
H 2.3471 0.6410 -0.5077
H 1.9114 1.2077 -3.1497
H -1.8421 3.6444 1.4342
H -1.3646 2.5067 -2.1142
H -3.2020 2.0382 -0.7785
H 1.2133 -4.1786 1.5708
H 2.8427 -4.3478 -1.9590
H 4.4537 -3.3557 -1.4672
H -2.3033 1.8901 3.3916
H 3.6832 -2.3228 -0.4820
H 1.3736 -1.1906 1.9102
H 1.6457 -4.5030 -1.2893
H -0.3516 -3.6626 -0.4590
H 0.2370 0.3455 0.5867
H -2.1950 1.4075 2.0989
H -0.4062 -0.1612 -0.9618
H 2.2022 -0.5049 -1.8264
H 0.6495 2.8031 -0.9913
H 0.1017 3.0896 1.6329
```

Results
Kohn-Sham gap: 0.3413 hartree
2S+1: 1
SMILES: C/C=C(\C)CCCN.O.O.O.O.O.O.O.O
total charge: 0
relative energy (zero: lowest compared OMol25 entry of this formula, charge and spin): 443.8 kJ/mol
E_HOMO: -8.94 eV
calculated total energy: -25629.02481 eV